Entry 1:
Here is a cluster of 2 separate species, C4H9B in total at a distorted geometry from OMol25. Energies are from the ωB97M-V functional and the def2-TZVPD basis.

Each line ends with the Löwdin charge.
Geometry (Å):
B 0.861 0.254 -0.423  -0.08
C -2.293 -0.213 1.724  -0.18
C -1.396 -1.024 1.241  -0.06
C 1.528 -0.990 -1.030  -0.10
C 0.693 1.754 -0.758  -0.08
H -2.935 -0.600 2.639  0.09
H -2.330 0.747 1.352  -0.01
H -1.020 -2.041 1.612  0.04
H 0.926 -1.901 -1.215  0.06
H 2.414 -1.205 -0.523  0.02
H 1.985 -0.955 -2.138  0.10
H 0.765 2.433 0.138  0.08
H -0.447 1.681 -1.055  0.12
H 1.250 2.060 -1.564  0.01

Values from the calculation:
HOMO (spin up / spin down) = -8.05 / -6.71 eV
Net charge = 0
HOMO-LUMO gap (spin up / spin down) = 8.38 / 6.88 eV

***

Entry 2:
Here is an isolated molecule of C4H9BO2 at a distorted geometry from OMol25. Energies are from the ωB97M-V functional and the def2-TZVPD basis.

Each line ends with the Löwdin charge.
Geometry (Å):
B 1.303 -0.207 0.020  -0.60
C -1.937 -1.526 -0.150  0.02
C -1.097 -0.586 -0.515  -0.19
C -0.445 1.721 0.333  -0.08
C -0.228 0.198 0.405  -0.30
O 2.012 -0.993 0.836  0.22
O 1.886 0.125 -1.248  0.10
H -2.511 -1.983 -0.984  0.08
H -2.066 -1.662 0.841  0.02
H -0.761 -0.289 -1.566  0.14
H -0.435 2.170 -0.767  0.13
H -1.343 1.817 0.842  0.04
H 0.184 2.390 0.946  0.08
H -0.187 -0.255 1.543  0.18
H 2.837 -1.388 0.783  0.08
H 2.789 0.469 -1.321  0.10

Values from the calculation:
HOMO = -9.24 eV
SMILES = C=C[C@H](C)B(O)O
Net charge = 0
HOMO-LUMO gap = 9.64 eV

***

Entry 3:
Here is a cluster of 2 separate species, C4H9Br2N2 in total at a distorted geometry from OMol25. Energies are from the ωB97M-V functional and the def2-TZVPD basis.

Each line ends with the Löwdin charge.
Geometry (Å):
C -3.290 -0.868 -0.737  -0.56
C 1.518 -0.060 -0.367  0.01
C 2.082 0.698 1.991  -0.08
C -0.123 0.304 1.303  -0.46
N -4.498 -1.285 -0.869  -0.01
N 1.132 0.239 0.990  -0.24
Br -1.991 -1.923 -1.748  0.51
Br -0.777 1.096 2.877  0.90
H 0.660 0.390 -0.999  0.13
H 2.506 0.314 -0.498  0.10
H 1.368 -1.159 -0.540  0.12
H 1.854 1.745 2.383  0.10
H 2.165 -0.076 2.881  0.16
H 3.069 0.893 1.669  0.08
H -0.968 -0.019 0.618  0.07
H -4.844 -1.870 -1.513  0.05
H -5.160 -0.842 -0.239  0.12

Values from the calculation:
HOMO = -12.07 eV
Net charge = +1
HOMO-LUMO gap = 7.34 eV

***

Entry 4:
Here is a cluster of 2 separate species, C4H9BrO2 in total at a distorted geometry from OMol25. Energies are from the ωB97M-V functional and the def2-TZVPD basis.

Each line ends with the Löwdin charge.
Geometry (Å):
C 2.240 -1.594 -1.356  -0.16
C 1.116 -0.542 -1.501  -0.24
C -2.475 1.657 1.381  -0.13
C -0.068 -0.519 -0.332  -0.69
O -1.906 1.291 2.665  -0.20
O -1.155 -1.061 -0.386  0.02
Br 0.918 -0.461 1.376  0.70
H 2.533 -2.131 -2.412  0.13
H 2.133 -2.430 -0.588  0.08
H 3.134 -1.032 -1.088  0.05
H 0.456 -0.819 -2.340  0.09
H 1.526 0.405 -1.792  0.09
H -2.241 2.915 1.573  0.13
H -3.435 1.775 1.680  0.02
H -0.970 1.289 2.749  0.00
H -1.806 1.257 0.371  0.13

Values from the calculation:
HOMO = -9.39 eV
SMILES = CCC(=O)Br.CO
Net charge = 0
HOMO-LUMO gap = 9.01 eV

***

Entry 5:
Here is a structure of composition C4H9CdO4 at a distorted geometry from OMol25. Energies are from the ωB97M-V functional and the def2-TZVPD basis.

Each line ends with the Löwdin charge.
Geometry (Å):
C -2.932 0.754 0.333  -0.17
O -2.157 -0.015 -0.505  -0.08
H -3.879 1.052 -0.139  0.10
H -3.107 0.158 1.251  0.11
H -2.376 1.640 0.688  0.08
O 3.181 -1.642 -0.422  -0.41
O 1.588 1.404 -1.140  -0.44
C 0.357 1.376 -0.571  -0.41
C -0.049 -0.099 -0.085  -0.03
O 1.385 -0.772 0.677  -0.37
C 2.056 -1.984 0.288  -0.49
Cd 2.872 0.249 -0.323  1.42
H -0.447 1.673 -1.270  0.11
H 0.273 2.004 0.339  0.10
H -0.028 -0.721 -0.995  0.13
H -0.387 0.045 0.955  0.12
H 2.304 -2.525 1.225  0.11
H 1.347 -2.596 -0.306  0.11

Values from the calculation:
HOMO (spin up / spin down) = -8.93 / -8.94 eV
Net charge = 0
Multiplicity = 2
HOMO-LUMO gap (spin up / spin down) = 8.89 / 6.71 eV

***

Entry 6:
Here is a cluster of 2 separate species, C4H9Cl in total at a distorted geometry from OMol25. Energies are from the ωB97M-V functional and the def2-TZVPD basis.

Each line ends with the Löwdin charge.
Geometry (Å):
C -1.100 -0.515 -0.839  -0.12
C 0.183 -0.542 1.339  -0.13
C 0.959 0.927 -0.560  -0.57
C -0.194 0.231 0.102  -0.53
Cl 2.124 -0.297 -1.200  0.54
H -0.575 -1.405 -1.188  0.07
H -2.009 -0.834 -0.337  0.08
H -1.367 0.087 -1.703  0.08
H 0.837 -1.369 1.070  0.07
H -0.700 -0.944 1.825  0.08
H 0.706 0.101 2.045  0.08
H 0.647 1.519 -1.417  0.07
H 1.523 1.540 0.139  0.07
H -1.034 1.502 0.724  0.23

Values from the calculation:
HOMO = -10.05 eV
Net charge = 0
HOMO-LUMO gap = 10.81 eV